# 1
ORCA calculation (ωB97M-V with the def2-TZVPD basis set) on an isolated molecule of C5H9N.

Its LUMO energy is 1.2769 eV. For the relative energy (zero: lowest compared OMol25 entry of this formula, charge and spin), the calculation gives 249.6 kJ/mol. The electronic energy is -6818.409 eV. As for the net charge: 0. Its HOMO-LUMO gap is 10.20 eV. The value obtained for the largest force on an atom is 0.55 eV/A.

The geometry in XYZ format:
```
15
Properties=species:S:1:pos:R:3:lowdin_charge:R:1
H -1.02324 1.61994 -0.06897 0.098
H -2.66987 -1.03835 0.15304 0.095
C -1.96580 -0.31005 -0.24914 -0.091
C 1.47315 0.61659 -0.55867 -0.154
H 1.98025 1.02596 -1.42600 0.102
H 2.66618 -1.27289 -0.33779 0.099
N 0.63797 -0.56133 -0.75773 -0.059
H -0.45546 -1.25890 0.90360 0.136
H -2.26489 0.07414 -1.21752 0.098
C 1.85154 -0.66991 0.05451 -0.145
C -1.19037 0.73845 0.55005 -0.123
H -1.24745 0.97908 1.60872 0.097
C -0.53235 -0.52628 0.10340 -0.347
H 1.04074 1.35155 0.11196 0.087
H 1.69960 -0.76800 1.13054 0.106
```

# 2
ORCA calculation (ωB97M-V with the def2-TZVPD basis set) on a structure of composition C7H9Cl2N4O.

Its LUMO energy (spin up / spin down) is 2.8496 / 2.7528 eV. For the relative energy (zero: lowest compared OMol25 entry of this formula, charge and spin), the calculation gives 91.7 kJ/mol. The electronic energy is -40452.199 eV. As for the expectation value of S²: 2.0124. As for the net charge: -1. Its HOMO-LUMO gap (spin up / spin down) is 2.83 / 7.06 eV. The value obtained for the largest force on an atom is 10.32 eV/A. Its multiplicity is 3.

The geometry in XYZ format:
```
23
Properties=species:S:1:pos:R:3:lowdin_charge:R:1
N -2.66869 2.46404 2.53181 0.012
H 1.43748 2.17904 1.99201 0.116
O -1.96312 2.23747 0.30601 0.060
H -2.20648 -0.75514 1.27647 0.056
C 0.43966 -0.88383 1.59245 -1.184
C -1.79244 -0.87688 0.31559 -0.055
H 0.87808 2.27728 0.40817 0.066
H -1.94892 -1.83523 -0.12342 0.070
Cl 2.10597 -1.32913 1.46887 0.665
C 0.18346 0.54190 1.26952 -0.340
N -0.98793 1.23227 2.13507 -0.029
Cl -0.22546 -1.88038 2.78958 0.690
H 0.26969 0.17742 -1.64078 0.126
N -2.15748 1.97473 3.65294 -0.226
C -1.96551 1.98884 1.46930 -0.642
H -0.48375 -1.53301 -1.46035 0.047
H 2.30661 1.10189 0.69353 0.058
C -0.30016 -0.57464 0.34766 -0.472
C 0.23064 -0.85408 -1.06800 -0.034
H 1.32199 -1.13603 -1.04943 0.060
C 1.31676 1.51015 1.03548 -0.062
H -2.24763 -0.18480 -0.37450 0.083
N -1.09695 1.32315 3.49976 -0.067
```

# 3
ORCA calculation (ωB97M-V with the def2-TZVPD basis set) on an isolated molecule of C4H7N.

Its LUMO energy is 0.8670 eV. For the relative energy (zero: lowest compared OMol25 entry of this formula, charge and spin), the calculation gives 57.3 kJ/mol. The electronic energy is -5750.823 eV. As for the net charge: 0. Its HOMO-LUMO gap is 12.11 eV. The value obtained for the largest force on an atom is 6.09 eV/A.

The geometry in XYZ format:
```
12
Properties=species:S:1:pos:R:3:lowdin_charge:R:1
H 18.09074 -11.74797 -16.84126 0.126
H 19.76942 -9.29104 -17.48593 0.083
H 18.74374 -9.98849 -18.49009 0.077
C 19.38459 -10.29527 -17.66347 -0.136
C 19.88022 -11.49206 -15.64435 -0.227
H 18.31145 -10.24997 -15.82757 0.120
H 20.48956 -10.75667 -15.11899 0.132
H 20.55342 -12.04952 -16.29562 0.117
C 18.76969 -10.95951 -16.51653 -0.278
C 19.38541 -12.46612 -14.70934 -0.225
N 18.89823 -13.25294 -13.95359 0.131
H 20.14527 -10.95470 -18.08134 0.080
```

# 4
ORCA calculation (ωB97M-V with the def2-TZVPD basis set) on a structure of composition C21H60LiO13Ti.

Its LUMO energy (spin up / spin down) is -0.0712 / -0.0853 eV. The electronic energy is -72686.121 eV. As for the expectation value of S²: 3.7522. As for the net charge: 0. Its HOMO-LUMO gap (spin up / spin down) is 2.21 / 9.30 eV. The value obtained for the largest force on an atom is 4.10 eV/A. Its multiplicity is 4.

The geometry in XYZ format:
```
96
Properties=species:S:1:pos:R:3:lowdin_charge:R:1
C 1.47915 3.50799 0.36951 -0.265
H 2.27918 -1.41908 4.21803 0.096
C -0.20021 -6.15215 -2.72414 -0.086
C -1.70403 0.19342 4.56265 -0.061
C -1.77289 4.47589 -2.25695 -0.081
H -0.74187 -4.37329 -5.49224 0.034
H 0.29077 0.42786 3.93152 0.114
H 0.61470 -5.79790 -2.07734 0.074
H 3.30773 -0.38826 1.97302 0.083
H 1.25754 4.53487 0.58601 0.105
H -2.69725 0.73420 4.36950 0.117
H 0.79093 -2.65606 -0.39150 0.062
H 0.87876 -1.74293 3.27707 0.085
H 0.85664 -6.03618 -4.71578 0.121
O 1.72095 -2.69828 -0.08430 -0.117
C 2.28714 -0.39956 2.24749 -0.316
O -0.41980 -1.78130 -2.38169 -0.087
H -3.23871 6.86059 1.75731 0.095
C -3.75412 -0.75456 1.27617 -0.032
O -0.64564 -1.43067 -0.26362 -0.132
H 7.15505 -0.57418 -0.21324 0.082
H -2.87178 -2.96198 -0.68996 0.051
H 3.31863 -0.45849 -0.64927 0.065
C -3.84323 -3.19067 -1.04814 -0.096
H -1.17902 -5.83406 -2.34807 0.054
H -1.01491 3.89437 -4.12621 0.134
C -0.68312 1.00893 3.90523 -0.353
H -0.13036 1.86657 -2.56663 0.055
Li -1.24749 -2.85638 -3.65271 0.306
H 1.52948 -1.03685 0.58623 0.014
H -2.57286 5.09835 -2.66860 0.087
H 2.33815 -3.10961 -1.99258 0.117
C -1.24534 3.40266 -3.14476 -0.282
C 3.01352 -1.09025 -1.50403 -0.080
H 3.65676 -2.95473 -0.74412 0.128
H -0.80271 -6.65229 -4.74397 0.095
H -0.21598 -7.23821 -2.65162 0.066
H -4.36444 -3.78455 -0.26777 0.098
H -4.77418 -4.29967 -2.55434 0.106
H -2.43342 6.18041 0.35301 0.077
H -1.42967 0.06673 5.58206 0.079
C 6.77597 0.49383 1.54749 -0.339
H 3.81497 -1.18406 -2.16650 0.063
H 5.32496 -0.84530 1.57712 0.050
H -2.75556 0.55416 -0.58753 0.043
C -2.89146 5.88115 1.33052 -0.090
C -3.77979 -4.22964 -2.15439 -0.323
H -2.30271 4.02091 -1.40897 0.063
H 2.40518 -2.49401 2.72138 0.065
H -1.15016 5.25164 -1.87285 0.071
C -2.03089 4.85171 1.99661 -0.296
Ti -0.51323 0.67223 0.58129 0.984
H 1.83022 2.74973 2.48014 0.077
O -0.12029 2.82240 -2.54782 -0.073
H -4.35045 -2.29031 -1.36148 0.073
C -0.43955 -0.95998 -1.44221 -0.826
H -4.42303 -0.99744 2.10500 0.087
H -3.42280 -5.17857 -1.79394 0.101
O 0.37143 2.73496 0.10544 -0.150
H -1.11481 2.26746 2.48908 0.099
H 5.61369 0.59322 -0.39601 0.085
H 2.04606 -0.61341 -1.86925 0.097
H -0.42971 1.96081 4.43578 0.144
O 6.08460 -0.58297 2.09321 -0.091
H 2.08994 3.47509 -0.52930 0.130
H -3.82075 5.46989 0.99240 0.064
O -2.77210 1.15162 0.10422 -0.128
O -2.20175 3.58840 1.37616 -0.115
H -1.78623 -0.70509 3.97458 0.075
H -3.92561 1.44772 1.77167 0.125
H -1.95578 2.70609 -3.34334 0.088
O -0.54021 -4.48203 -4.53534 -0.265
H -2.27843 4.70818 3.02129 0.107
O -0.98865 1.29296 2.60070 -0.159
C 2.70447 -2.49902 -1.15663 -0.264
H 3.21341 3.54247 1.69563 0.083
H 7.43233 1.10720 -0.45849 0.075
O -0.21270 0.37742 -1.46815 -0.191
H 2.21092 0.50649 2.84800 0.095
H 2.84375 2.00173 1.27754 0.042
H 0.19941 2.75555 -0.86279 0.054
C -3.93343 0.75396 0.87048 -0.199
C 6.68004 0.41251 -0.00464 -0.088
H -2.78130 -0.88773 1.58589 0.022
H 6.34072 1.43254 1.93419 0.103
H -4.79523 1.02865 0.27176 0.113
C 2.33766 2.90741 1.51694 -0.045
H -1.84097 3.60720 0.46200 0.064
H -2.83403 -4.35688 -3.96262 0.099
H -3.95812 -1.45136 0.42958 0.047
O -2.86607 -3.75332 -3.11273 -0.242
H 7.81756 0.38563 1.89102 0.116
O 1.46751 -0.29543 1.15274 -0.123
C -0.18119 -5.88509 -4.24290 -0.286
C 1.98317 -1.60292 3.14427 -0.048
H -0.98309 5.20090 1.85258 0.120
```

# 5
ORCA calculation (ωB97M-V with the def2-TZVPD basis set) on a structure of composition C5H10N2O.

Its LUMO energy is 0.7131 eV. For the relative energy (zero: lowest compared OMol25 entry of this formula, charge and spin), the calculation gives 337.3 kJ/mol. The electronic energy is -10371.810 eV. As for the net charge: 0. Its HOMO-LUMO gap is 8.50 eV. The value obtained for the largest force on an atom is 0.33 eV/A.

The geometry in XYZ format:
```
18
Properties=species:S:1:pos:R:3:lowdin_charge:R:1
C -1.23480 0.83178 -0.32931 -0.041
H -0.43238 -0.64530 1.67788 0.143
C 0.19527 0.70551 -0.17604 -0.332
C 0.94780 1.72196 0.64487 -0.039
H -1.78054 1.75947 -0.40849 0.100
C 1.03947 0.03476 -1.23290 -0.058
H 0.46355 -0.70124 -1.79270 0.083
N -0.45453 -0.93088 0.70298 -0.048
O -2.75801 -1.08327 0.02719 0.023
H 1.35690 0.80269 -1.94709 0.095
H 0.40812 1.98228 1.55465 0.085
C -1.74266 -0.41441 0.03552 -0.484
H 1.04560 2.63493 0.04588 0.098
H 0.16744 -2.50680 -0.30954 0.071
H 1.95597 1.38844 0.89481 0.083
H 1.93879 -0.42525 -0.81586 0.085
N -0.11991 -2.32256 0.64779 0.052
H -0.99608 -2.83210 0.78036 0.084
```

# 6
ORCA calculation (ωB97M-V with the def2-TZVPD basis set) on a cluster of 3 separate species, C4H7NO in total.

Its LUMO energy is 1.1420 eV. For the relative energy (zero: lowest compared OMol25 entry of this formula, charge and spin), the calculation gives 395.6 kJ/mol. The electronic energy is -7795.544 eV. As for the net charge: 0. Its HOMO-LUMO gap is 11.20 eV. The value obtained for the largest force on an atom is 1.32 eV/A.

The geometry in XYZ format:
```
13
Properties=species:S:1:pos:R:3:lowdin_charge:R:1
C -0.48687 -0.26269 0.09494 -0.370
C 2.29331 0.74472 0.86409 -0.027
H 0.19374 -1.00910 0.51364 0.098
H 1.96000 -1.03344 -1.48214 0.057
H -0.18172 0.43722 -2.24004 0.113
N 0.12900 1.09243 -0.18343 0.085
H 2.28945 -0.72127 -0.89521 0.001
H -2.37783 -1.24589 0.39484 0.072
H -2.49335 0.51353 0.18626 0.076
C -0.14378 0.36179 -1.15935 -0.172
C -1.89667 -0.29070 0.62886 -0.078
H -1.90205 -0.16258 1.71645 0.074
O 2.61677 1.57596 1.56108 0.071
```

# 7
ORCA calculation (ωB97M-V with the def2-TZVPD basis set) on a structure of composition C51H44BF2N4O2PtS4.

Its LUMO energy is -4.2067 eV. For the relative energy (zero: lowest compared OMol25 entry of this formula, charge and spin), the calculation gives 108.1 kJ/mol. The electronic energy is -116350.333 eV. As for the net charge: +1. Its HOMO-LUMO gap is 5.48 eV. The value obtained for the largest force on an atom is 1.37 eV/A.

The geometry in XYZ format:
```
109
Properties=species:S:1:pos:R:3:lowdin_charge:R:1
H 3.46118 6.59611 0.67880 0.116
H -2.40507 1.84525 -1.18613 0.038
H -3.03621 3.79145 -4.30753 0.131
C 4.77118 6.58530 -1.70963 -0.045
O -4.19741 0.03559 -0.76214 0.045
H -1.74386 -5.98469 -2.09801 0.121
C 1.93611 0.15275 3.12566 -0.101
C -5.05906 -6.67016 -2.02134 -0.039
C -2.65545 2.24169 4.17126 -0.011
H -2.40966 3.93776 6.24291 0.115
H 1.00348 -3.53199 -2.26714 0.087
C -1.01821 1.40337 -3.47733 -0.617
S -1.24334 -2.22840 -4.70658 1.073
C 0.97103 2.99870 4.60728 -0.010
H -5.07977 -3.35923 -2.74484 0.110
H 0.79545 1.27226 -6.37280 0.082
C 3.75721 5.59869 -1.19518 -0.264
H 4.24141 -2.36707 4.99821 0.106
H 1.84901 4.32071 6.01501 0.107
C -2.37973 2.72578 -1.82078 -0.012
H -1.22406 -1.28155 3.81473 0.116
H -3.54390 0.98129 2.70162 0.104
C -1.39222 0.99740 2.54185 -0.442
H -0.20950 -3.37457 4.59182 0.121
C -1.45207 2.76778 4.70177 -0.147
H 0.70440 0.03442 4.90285 0.120
H -3.59877 2.53130 4.61862 0.118
S -1.48680 -0.11898 1.15045 0.992
H -0.73641 -0.02986 -6.54772 0.070
H 2.97393 1.40086 -0.39941 0.096
C 1.09832 1.07561 2.41416 -0.142
C -0.68129 -1.58669 1.76273 -0.477
C -3.68632 -6.88491 -1.94637 -0.054
H 2.77090 0.43724 -4.99332 0.135
H 0.96301 -4.31010 0.59611 0.107
C -1.66483 -2.57550 -3.06548 -0.669
H 0.01206 -2.17859 -0.18028 0.053
C 1.34321 -3.62796 -3.29799 0.011
H -5.73829 -7.49661 -1.85838 0.116
C 0.45808 -3.99690 2.65400 -0.270
C 3.94085 -1.24501 3.21735 -0.030
C -3.32193 -4.56725 -2.47002 -0.220
Pt -1.86876 -1.13001 -1.67790 0.856
H 1.91622 2.75343 4.14020 0.121
C 2.42194 -1.19622 5.07824 -0.064
C 2.18793 -0.41723 -4.69989 -0.037
C -2.44803 -3.51103 -2.76983 -0.020
C 1.50870 1.53651 1.19239 -0.279
S -0.17569 0.44510 -2.28546 0.631
S 0.51021 2.73921 0.27344 0.956
C -2.31734 2.99189 -4.31447 -0.023
N -0.84774 1.41438 -4.80584 0.016
C 1.07245 -5.28387 3.13711 -0.044
C 1.84263 3.79867 -0.27990 -0.383
C -2.81403 -5.83671 -2.15587 -0.003
B 0.02310 0.54239 -5.80693 -0.401
C -0.06089 -2.44877 0.86815 -0.116
C -0.72563 -1.93153 3.10635 -0.082
H 3.81069 4.38230 -2.96149 0.117
C 3.36770 4.51532 -1.98085 -0.037
C -2.62889 1.38816 3.11173 -0.078
N -1.90728 2.36906 -3.15688 -0.099
H 1.72074 5.00742 1.47562 0.115
H 1.00391 -6.06422 2.37920 0.076
C 3.46022 0.12716 1.22075 -0.013
H 2.09869 2.78833 -2.15971 0.093
C -3.82862 -1.09778 -1.37899 -0.723
F -4.26291 -2.20186 -0.68956 0.034
C 0.93278 3.87347 5.65189 -0.061
H 5.03892 7.31296 -0.94556 0.077
C 0.40939 -1.67041 -4.53627 -0.575
H -5.16370 0.04568 -0.67277 0.139
H 3.48395 -1.84010 -3.59635 0.134
H 0.57914 -5.63830 4.04159 0.079
N 0.85915 -0.51524 -5.01278 -0.026
C 2.54285 -1.53286 -4.01641 -0.012
C 3.60350 -1.67251 4.46688 -0.070
C -0.29833 4.20887 6.26226 -0.068
C 2.68398 1.03779 0.57659 -0.057
H 5.68016 6.07771 -2.03506 0.083
H 4.37575 7.12842 -2.56980 0.086
C -0.20330 1.49215 3.01930 -0.177
H -3.38684 3.12536 -1.91132 0.103
C -0.15742 -3.11852 3.53953 -0.032
C 1.60921 -0.31693 4.42518 -0.028
H 4.84685 -1.59871 2.73928 0.113
N 1.41693 -2.31967 -3.93546 -0.083
C -1.65909 2.39904 -5.33108 -0.042
C -1.45987 3.67365 5.79375 -0.027
H 0.64661 -4.25429 -3.84939 0.092
H -6.63700 -5.25012 -2.35005 0.116
C -4.70773 -4.35067 -2.52499 -0.006
C 0.49238 -3.64172 1.30997 -0.043
H 4.36712 -0.24448 0.75776 0.117
H -1.70196 2.58356 -6.38974 0.131
H 2.16038 -1.53356 6.07317 0.110
C 3.16930 5.75773 0.05737 -0.022
C -0.22064 2.40214 4.11625 -0.115
H -1.73399 3.47253 -1.36490 0.082
H -3.30148 -7.87080 -1.72542 0.114
C -5.56828 -5.40653 -2.30153 -0.041
H -0.31334 4.90040 7.09458 0.106
H 2.12971 -5.14167 3.37272 0.083
C 2.41003 3.61894 -1.53374 -0.095
C 2.20726 4.87046 0.51734 -0.047
O -0.27239 3.55555 1.24777 -0.467
F -4.45588 -1.21146 -2.60085 0.026
H 2.33114 -4.07873 -3.31771 0.104
C 3.11878 -0.32451 2.51955 -0.151
```

> Which value of net charge does entry 2 give?

-1